Entry 1:
Computed, not measured: C28H25ClNO2RuS5 as an isolated structure, with wB97M-V/def2-TZVPD.

XYZ file:
```
63
Properties=species:S:1:pos:R:3:forces:R:3:mulliken_charge:R:1
Ru 0.10083 0.23443 0.48789 0.03 0.08 -0.25 -0.5287
Cl 7.40198 0.30310 -3.96395 -0.02 0.00 0.00 -0.1866
S -1.62267 1.92844 0.10862 0.07 0.16 -0.12 -0.0221
S -2.14101 3.91497 -3.63065 -0.04 -0.05 0.04 -0.0752
S -3.01252 4.83289 -1.03611 0.07 0.13 0.10 0.0132
S -0.72656 2.23338 -5.62031 -0.09 -0.01 0.12 -0.0942
S -1.00156 1.39761 -2.78565 0.05 -0.05 -0.02 0.3707
O 2.02997 -0.59307 -0.07351 -0.02 -0.15 0.03 -0.6931
O 1.47532 1.29978 -0.99984 0.05 0.07 0.10 -0.6678
N -3.20661 -4.56918 -4.04106 -0.08 -0.09 -0.09 -0.4620
C 2.31089 0.35880 -0.87070 0.09 0.11 -0.10 1.1446
C 1.25159 2.86741 2.74708 -0.01 0.02 -0.02 -1.5784
C 5.75794 -0.58424 -2.02405 0.00 0.05 -0.06 -0.9084
C -0.45671 -1.13935 2.80217 0.00 0.06 0.11 1.0623
C 4.93340 1.22947 -3.40623 0.02 -0.07 0.06 -0.8404
C -1.25578 -0.00289 3.02627 0.08 -0.04 -0.08 0.0467
C -2.28057 3.56388 -1.96315 -0.04 -0.02 -0.20 0.0932
C 0.66660 1.48506 2.78271 -0.09 -0.06 0.05 1.9676
C -1.68640 2.36156 -1.52595 -0.08 -0.10 0.06 0.0544
C -0.05211 -1.99273 -1.47555 0.09 0.00 0.02 -0.4444
C -1.00135 -2.54520 2.90231 0.08 -0.01 -0.04 0.1046
C -0.80854 -1.08564 -0.72753 -0.05 -0.10 0.17 1.0708
C -0.70231 1.27048 3.02993 0.04 -0.02 -0.02 -1.4036
C -2.69452 -3.82829 -3.33055 0.00 -0.02 -0.02 -0.2562
C 3.75844 1.24252 -2.67809 0.06 -0.05 0.08 -0.2523
C -0.66777 -2.88608 -2.33474 0.00 -0.01 -0.01 -0.9470
C -1.25558 2.49494 -4.10952 0.11 0.09 0.02 -0.0363
C 4.57416 -0.57358 -1.31105 -0.04 -0.01 -0.04 -0.1436
C 3.57498 0.34145 -1.63063 -0.04 0.08 -0.05 0.2334
C 0.91232 -0.93385 2.59506 -0.03 -0.04 0.11 -0.9139
C -2.46071 -2.67928 2.48589 -0.01 0.00 -0.01 -1.4687
C -2.05469 -2.90294 -2.44202 0.00 0.07 0.07 0.4603
C 5.92518 0.31761 -3.06694 0.01 0.01 -0.02 0.4553
C -4.28690 4.02866 -0.03642 -0.01 -0.05 -0.04 -0.6887
C -2.20454 -1.12919 -0.83550 -0.08 0.07 0.05 -0.1054
C 1.46771 0.35511 2.58616 -0.03 -0.05 0.06 -0.9582
C -2.82709 -2.02978 -1.67973 0.05 0.00 0.00 -0.7548
C -0.80468 -3.03677 4.34096 0.01 -0.02 0.01 -1.5562
H -3.87422 3.30770 0.65798 0.04 -0.03 0.03 0.1813
H -2.73094 -3.73274 2.43474 0.00 -0.03 0.01 0.4477
H -2.82170 -0.45578 -0.25415 0.02 -0.02 -0.03 0.6163
H -3.12750 -2.21536 3.21380 -0.03 0.03 0.03 0.3907
H 0.24265 -3.00729 4.63905 0.04 0.00 0.01 0.3809
H 2.16754 2.91165 3.33461 0.02 0.00 0.01 0.4238
H 2.53258 0.46903 2.42385 -0.04 0.01 -0.05 0.2584
H 2.97660 1.94889 -2.91457 -0.05 0.03 0.00 0.4672
H 1.50028 3.15732 1.72424 0.01 0.00 0.00 0.2506
H -5.03519 3.57458 -0.67955 -0.01 -0.02 -0.01 0.2902
H -1.34224 2.12849 3.19480 -0.01 0.01 0.01 0.3276
H -4.73979 4.84665 0.52022 -0.02 0.03 -0.01 0.3672
H -1.15728 -4.06219 4.43710 -0.01 -0.04 0.00 0.4260
H -0.07650 -3.57623 -2.91995 0.01 -0.02 -0.01 0.4808
H 0.55124 3.59943 3.14345 -0.01 0.01 0.00 0.4026
H -3.90455 -2.05671 -1.75728 -0.04 -0.01 0.00 0.5367
H 1.02493 -2.00707 -1.39247 -0.03 0.00 -0.01 0.6828
H 1.55869 -1.78855 2.43296 -0.02 0.04 -0.04 0.3373
H -2.65064 -2.23830 1.50804 0.01 -0.01 -0.01 0.2063
H 4.41835 -1.27688 -0.50571 -0.01 -0.01 0.04 0.4336
H -0.38843 -3.17000 2.24474 -0.04 0.02 -0.02 0.3965
H -2.31764 -0.12073 3.19293 -0.02 0.00 0.01 0.3846
H 6.54739 -1.28122 -1.78569 0.02 -0.02 0.01 0.4233
H -1.37325 -2.41858 5.03711 -0.02 0.03 0.02 0.3709
H 5.08952 1.91436 -4.22588 0.02 0.03 -0.03 0.4259
```
Positions in Å, forces in eV/Å.

Multiplicity = 5
Maximum force = 0.27 eV/Å
Orbital gap (alpha / beta) = 7.67 / 5.55 eV
Energy relative to the best compared isomer or geometry (same formula, charge and spin) = 58.6 kJ/mol
Charge = +1
HOMO energy (alpha / beta) = -11.188 / -11.436 eV

Entry 2:
Computed, not measured: C28H25F4N4O2OsS2Si as an isolated structure, with wB97M-V/def2-TZVPD.

XYZ file:
```
67
Properties=species:S:1:pos:R:3:forces:R:3:mulliken_charge:R:1
Os -0.23673 -0.91436 -0.32701 -0.41 0.06 -0.21 3.1306
S -0.21724 -2.60488 1.31070 -0.08 -0.08 -0.06 -0.3932
S 0.64770 -2.44140 -1.79641 -0.05 0.20 0.09 -0.5484
Si -2.05344 0.59280 -2.68209 0.11 0.23 0.33 0.4331
F -0.25935 1.26310 1.29517 -0.16 -0.39 0.40 -0.3755
F -3.53541 -3.99140 4.17577 0.26 -0.14 -0.09 -0.2865
F -1.40958 -3.54734 4.10050 -0.11 -0.12 -0.04 -0.2157
F -2.30181 -4.82027 2.58375 -0.01 0.00 0.20 -0.2122
O 3.08553 -1.47711 -8.11162 0.00 0.20 0.07 -0.4708
O 3.11496 0.56398 -7.29833 0.02 0.29 0.05 -0.5315
N -0.70780 0.68572 -1.42553 -0.08 0.31 0.36 -1.0486
N 7.12665 0.12407 1.56832 -0.62 -0.03 -0.14 -0.4038
N -2.12599 -0.96899 0.84339 0.33 0.09 -0.05 -0.2799
N 1.91320 -0.11441 0.32892 0.03 -0.21 0.12 -0.0028
C -3.27507 1.92065 -2.21446 -0.21 0.36 0.04 -1.3282
C 2.25470 -1.08536 -5.83356 0.05 -0.05 -0.20 0.8820
C -2.94257 -1.02827 -2.58626 -0.25 -0.28 0.04 -1.0834
C -0.19002 2.28301 0.41132 -0.14 -0.07 -0.06 0.2606
C -2.50670 -3.74214 3.35255 -0.06 0.17 -0.02 0.6106
C -0.11104 4.38928 -1.31571 0.01 0.10 -0.09 -0.9751
C 1.18797 -1.82428 -3.36119 -0.01 0.20 0.04 0.9248
C -2.79953 -2.53404 2.49902 -0.09 0.00 0.03 -0.1139
C -1.44487 0.88792 -4.40011 0.26 0.04 -0.41 -1.1664
C -4.30485 -0.81772 1.74464 -0.23 -0.01 0.09 -1.0749
C 3.65865 -0.31859 1.94088 0.10 -0.04 0.28 -0.7665
C 2.81841 0.25026 -0.58541 -0.15 0.09 0.08 0.1326
C -0.41434 2.00228 -0.93258 0.04 -0.27 -0.54 0.5488
C 4.59404 0.02980 0.97981 0.48 0.05 -0.03 0.6371
C 2.09933 -0.14392 -4.82512 -0.04 0.17 0.13 -0.7313
C 6.00433 0.08094 1.30994 0.25 0.03 0.06 -0.2508
C 1.31396 -2.76634 -4.37701 0.02 -0.09 -0.12 -1.3879
C -0.35629 3.11195 -1.78874 0.02 -0.19 -0.27 -0.0216
C 2.85062 -0.58770 -7.12851 -0.02 -0.23 -0.05 0.5966
C 0.03978 3.53699 0.91902 0.11 0.30 0.05 -0.7074
C 2.33204 -0.37411 1.57683 -0.14 0.13 -0.19 -0.5216
C 1.56792 -0.50469 -3.59991 -0.10 0.00 -0.12 0.5662
C -1.85027 -2.03025 1.61875 -0.01 0.06 0.03 0.4134
C 1.84603 -2.39288 -5.60270 -0.05 -0.18 -0.02 -0.9106
C 4.16450 0.33759 -0.30475 0.17 0.08 -0.02 -1.1045
C -4.03406 -1.91438 2.55455 -0.10 0.02 0.09 -0.0660
C 0.08064 4.61078 0.04245 0.02 0.07 0.02 -0.5198
C -3.32328 -0.36979 0.89711 0.30 0.22 -0.27 -0.1827
H -2.26663 1.34481 -4.97249 0.19 -0.13 0.10 0.4775
H -4.29794 1.52803 -2.30562 0.21 0.10 0.00 0.4600
H 1.42020 0.24000 -2.82920 -0.19 -0.08 -0.33 -0.3065
H -5.26812 -0.32430 1.77051 0.10 -0.04 0.02 0.4541
H 1.92323 -3.16032 -6.36691 -0.01 0.06 0.05 0.2322
H -3.47367 0.48608 0.24417 0.07 -0.14 0.08 0.4185
H -3.68552 -1.01267 -1.77789 0.15 -0.09 -0.17 0.3230
H -0.49760 2.95166 -2.85470 0.01 0.08 0.20 0.2890
H -4.78397 -2.28768 3.24170 0.04 0.02 -0.08 0.5460
H 2.40311 0.87711 -5.03022 -0.03 -0.08 0.04 0.5380
H 3.95951 -0.54725 2.95617 -0.04 0.03 -0.10 0.5159
H -3.49168 -1.15640 -3.53522 0.14 0.07 0.29 0.4192
H -0.07058 5.22005 -2.01535 -0.02 -0.16 0.12 0.4566
H -3.19087 2.78565 -2.88719 -0.06 -0.16 0.22 0.3829
H 0.99618 -3.78993 -4.20676 0.07 0.09 -0.03 0.4533
H -0.58598 1.56626 -4.44698 -0.15 -0.13 -0.09 0.3339
H -2.31084 -1.90519 -2.45942 0.06 -0.09 -0.03 0.2754
H 1.57383 -0.62857 2.30229 -0.04 -0.07 -0.01 0.6271
H 2.44786 0.48703 -1.57427 0.21 -0.05 0.36 0.2477
H -1.16380 -0.04592 -4.89973 0.02 0.15 0.06 0.2857
H 0.25722 5.61212 0.41838 0.00 -0.11 -0.04 0.4065
H 0.18256 3.65912 1.98886 -0.04 -0.03 -0.16 0.5102
H -3.13735 2.29346 -1.19210 -0.08 -0.04 -0.16 0.3795
H 2.86074 -2.37082 -7.84963 -0.05 -0.26 0.07 0.2727
H 4.86664 0.63860 -1.06983 -0.02 -0.02 0.01 0.5466
```
Positions in Å, forces in eV/Å.

Multiplicity = 5
Maximum force = 0.64 eV/Å
Orbital gap (alpha / beta) = 7.86 / 6.66 eV
Charge = +1
HOMO energy (alpha / beta) = -11.250 / -11.673 eV

Entry 3:
Computed, not measured: C28H25FN5O4SeZn as an isolated structure, with wB97M-V/def2-TZVPD.

XYZ file:
```
65
Properties=species:S:1:pos:R:3:forces:R:3:mulliken_charge:R:1
Se 1.73449 2.57581 -1.82453 -0.11 0.07 -0.08 0.3562
Zn 1.82065 -0.31982 -0.33457 0.04 0.04 0.12 0.1909
F -2.56808 2.80953 4.00177 0.00 0.00 0.00 -0.3543
O 0.19914 0.36669 0.70538 0.00 0.01 0.05 -1.0005
O 3.80401 -0.93858 -0.37443 0.05 -0.04 -0.05 -0.5368
O 0.93246 -0.17000 -2.06916 -0.11 -0.09 -0.10 -0.6007
O -0.63155 -1.55333 -2.86186 0.00 0.00 0.01 -0.7149
N 3.89502 -2.88712 -1.52542 -0.05 -0.04 -0.02 -0.0248
N -3.58271 0.43687 -0.83718 -0.01 0.02 -0.03 0.0932
N 1.30529 -2.32244 0.19219 -0.03 -0.09 0.04 0.3032
N 2.47066 4.08314 -1.29362 0.03 -0.02 -0.02 -0.8034
N 2.50213 1.63820 -0.51342 0.14 0.10 0.12 0.0483
C 4.02059 2.09102 1.34747 0.01 0.03 0.02 -0.6429
C -3.34243 1.04138 0.39101 0.04 0.00 0.00 -0.5521
C 2.46903 -2.97399 -1.84581 0.04 0.04 0.03 -1.1392
C -2.03662 1.03966 0.90234 -0.01 -0.02 -0.02 0.6685
C -0.26432 -0.67841 -2.09888 -0.04 0.05 -0.11 0.1216
C 0.47545 -4.90384 0.73203 -0.01 0.00 0.02 -0.2961
C 1.63273 -3.32290 -0.63880 -0.02 0.01 0.02 1.1756
C -1.76916 1.63995 2.14055 0.02 -0.02 0.03 -1.0743
C -4.96668 0.26941 -1.33781 -0.05 -0.03 0.04 -0.2500
C 4.70251 4.42876 1.54432 0.02 0.04 0.01 -0.5316
C -1.26201 -0.08102 -1.12924 0.11 -0.03 0.09 0.4263
C 4.45668 -1.88113 -0.84857 0.04 0.01 0.03 0.5659
C 0.14778 -3.86899 1.59192 0.00 0.00 -0.01 -0.9591
C 4.72101 3.06069 1.98264 -0.02 -0.05 0.00 -0.6546
C -2.57316 -0.08469 -1.53259 -0.02 0.00 0.02 -0.4742
C 5.95026 -1.91470 -0.70064 0.00 -0.01 0.02 -1.3558
C -5.54332 -1.04427 -0.82288 0.03 0.02 0.00 -1.3855
C 0.57768 -2.59255 1.28097 0.02 -0.01 -0.03 -0.3748
C -0.93965 0.42761 0.16020 -0.07 0.01 -0.09 1.8694
C 3.98075 4.82069 0.47071 -0.01 0.02 0.01 -0.6713
C 3.24267 2.45951 0.20859 -0.03 0.08 -0.08 1.2788
C 3.21953 3.83686 -0.23712 0.01 -0.13 0.04 0.5062
C -4.09821 2.24310 2.31810 -0.01 0.01 0.03 -0.6903
C -5.78503 1.49193 -0.95158 0.02 0.02 0.01 -1.0581
C -2.79859 2.22252 2.81890 0.02 0.00 -0.01 -0.0386
C 1.22629 -4.62450 -0.39763 0.00 -0.02 -0.01 -0.9864
C -5.79231 1.68144 0.55828 0.01 0.01 -0.01 -1.1817
C -4.39036 1.65613 1.10975 -0.05 -0.01 -0.03 1.0606
H 6.32885 -2.93127 -0.60444 0.00 0.01 -0.01 0.4154
H 3.95552 5.84619 0.12976 0.01 0.00 0.00 0.4569
H -0.76238 1.63923 2.53210 -0.01 0.01 0.00 0.5999
H -5.35466 2.37302 -1.43339 -0.01 0.00 0.00 0.3544
H -4.95259 -1.88788 -1.18125 -0.01 0.00 0.01 0.3885
H 4.03990 1.05871 1.67020 0.01 0.00 0.00 0.4368
H 5.28703 5.15290 2.09601 -0.01 0.00 -0.01 0.3893
H 5.31830 2.80766 2.84908 0.00 0.00 -0.01 0.4018
H -4.88686 0.22650 -2.42371 0.03 0.00 -0.01 0.5222
H 4.50183 -3.61438 -1.86460 0.00 0.00 0.00 0.2858
H 0.14703 -5.91446 0.93519 0.00 0.00 0.00 0.4281
H 6.23605 -1.33027 0.16880 0.00 0.00 0.00 0.3349
H 6.40062 -1.46066 -1.58459 -0.01 0.01 0.00 0.3018
H -4.87227 2.73751 2.89191 0.00 -0.01 -0.01 0.5485
H -6.26644 2.62748 0.81955 0.00 0.00 0.01 0.4883
H -2.82310 -0.54601 -2.48046 -0.01 0.00 0.01 0.5372
H -0.43689 -4.03921 2.48455 0.01 0.00 0.00 0.4534
H -6.56673 -1.16850 -1.17728 0.00 0.00 0.00 0.3903
H -6.79920 1.37286 -1.33161 0.00 0.00 0.00 0.4294
H 0.33090 -1.74441 1.90588 0.00 0.00 0.00 0.5953
H -5.54885 -1.07443 0.26731 0.00 -0.01 -0.01 0.3775
H 2.35145 -3.74338 -2.60414 0.01 -0.01 -0.01 0.6703
H 2.12559 -2.03558 -2.28471 -0.01 0.01 -0.01 0.0542
H 1.49033 -5.40713 -1.09601 0.00 0.01 0.00 0.4555
H -6.38604 0.89693 1.03450 0.00 0.00 0.01 0.3714
```
Positions in Å, forces in eV/Å.

Maximum force = 0.21 eV/Å
Orbital gap = 7.83 eV
Energy relative to the best compared isomer or geometry (same formula, charge and spin) = 1.5 kJ/mol
Charge = +1
HOMO energy = -10.942 eV

Entry 4:
Computed, not measured: C28H25N2O5ReS3Sb as an isolated structure at a distorted geometry, with wB97M-V/def2-TZVPD.

XYZ file:
```
65
Properties=species:S:1:pos:R:3:forces:R:3:mulliken_charge:R:1
Re 0.20083 1.37614 0.24151 0.13 0.06 0.25 1.3959
Sb -2.38057 -2.52334 -0.39587 -0.10 -0.14 0.06 1.0817
S -1.74141 5.09392 1.55525 -0.02 0.01 0.06 -0.2560
S 0.99536 3.57163 0.83092 0.00 0.07 0.02 -0.3835
S 0.24528 0.28665 -2.17030 -0.57 -0.82 0.39 1.1886
O 0.89807 1.33143 -2.88329 0.25 0.35 -0.35 -0.6048
O 1.05830 -0.11450 -0.91208 0.31 0.11 -0.25 -0.5985
O -0.94241 0.91696 -1.31622 0.11 0.29 -0.35 -0.4911
O -0.20618 -0.87251 -2.87067 -0.04 0.10 0.03 -0.5659
O 1.93898 0.83469 1.39140 -0.05 0.04 0.09 -0.6776
N 2.91368 -0.87916 2.44126 0.00 0.06 0.01 -0.3692
N -1.33040 2.72063 0.69699 -0.36 -0.09 0.02 0.0984
C -0.97222 -5.27607 0.14731 -0.04 0.05 -0.01 -0.4902
C 1.26636 -5.85657 -0.52309 -0.01 0.01 0.01 -0.5168
C -3.05119 -3.68523 -4.58940 0.00 -0.02 -0.03 -0.6913
C -0.84237 -4.02234 -0.44675 0.03 0.02 -0.05 0.1692
C -3.63008 1.77985 0.57490 0.12 0.02 -0.02 0.1808
C -0.53130 0.15770 1.75661 -0.02 -0.09 0.19 -1.1243
C 1.83711 -0.28926 1.93370 -0.01 -0.08 -0.05 0.6438
C -0.71030 3.82779 1.01178 0.09 -0.21 -0.11 0.5720
C -2.70603 2.78289 0.85225 0.07 0.18 0.10 -0.5609
C -4.22660 -1.61924 -4.23462 0.01 -0.04 -0.02 -0.5744
C -3.78930 -1.60137 -2.91745 -0.01 -0.02 -0.04 -0.7230
C 0.07691 -6.18705 0.10966 -0.01 0.00 0.01 -0.6334
C -2.62017 -3.66848 -3.27034 0.01 -0.05 0.00 -0.2075
C -5.05240 -4.81380 2.24173 -0.07 -0.04 0.00 -0.5841
C -5.68103 -5.45623 0.01768 0.01 0.01 -0.06 -0.7487
C -2.99295 -2.63152 -2.42509 0.07 0.13 -0.02 0.3987
C 0.36087 -3.69603 -1.07496 0.01 0.02 0.02 -0.2082
C -4.10208 -3.95154 1.71553 0.07 0.06 -0.01 -0.6636
C -3.91569 -3.83847 0.33767 0.04 0.04 0.08 -0.0763
C -4.46494 4.30059 1.55451 0.10 0.03 -0.05 -0.4538
C 0.49656 -0.94654 1.99718 0.02 0.06 0.16 -0.4479
C -5.37643 3.29854 1.28400 -0.06 -0.02 0.02 -0.5171
C -4.72108 -4.59741 -0.50627 -0.03 -0.04 0.06 0.1301
C -3.85630 -2.66332 -5.07164 -0.01 0.04 0.02 -0.4556
C -5.84630 -5.56986 1.38967 0.04 0.02 0.04 -0.4438
C -4.96364 2.05334 0.79940 -0.04 -0.01 0.01 -0.7898
C 1.40579 -4.60950 -1.11692 0.01 -0.01 0.00 -0.7620
C -3.11793 4.03177 1.33251 -0.08 -0.04 -0.05 0.5032
H -4.84337 -0.81379 -4.61242 0.00 0.01 0.00 0.3843
H -6.42954 3.48427 1.44681 0.00 -0.01 0.00 0.3724
H -0.04048 -7.16051 0.56969 0.00 0.00 0.00 0.3911
H -4.06263 -0.76696 -2.27861 0.01 -0.02 -0.01 0.3894
H 0.48070 -2.72915 -1.54926 0.01 0.01 -0.03 0.3948
H -4.18462 -2.67313 -6.10310 -0.01 0.00 0.00 0.3658
H -5.17889 -4.89110 3.31439 0.00 0.00 0.00 0.3924
H -6.30117 -6.03907 -0.65207 0.00 0.00 0.00 0.3900
H -2.75219 -4.49424 -5.24411 0.00 0.00 0.00 0.3933
H -1.50403 -0.27380 1.51906 0.00 0.09 -0.07 0.1359
H -3.29130 0.82976 0.17914 0.00 0.01 0.02 0.4439
H -5.70511 1.29321 0.59270 0.00 -0.01 -0.01 0.4355
H -1.89819 -5.55402 0.63650 -0.02 0.00 0.00 0.3782
H -3.49714 -3.35958 2.39603 0.01 0.00 -0.01 0.3260
H -0.65259 0.78456 2.64818 0.00 -0.08 0.04 0.5323
H 0.37458 -1.47976 2.94546 0.02 -0.02 -0.03 0.5835
H -1.98540 -4.46509 -2.89918 0.00 -0.01 -0.03 0.4458
H 2.85578 -1.79126 2.85664 -0.01 -0.01 -0.01 0.2056
H -6.59108 -6.24236 1.79554 -0.01 0.00 -0.01 0.3730
H -4.60250 -4.52190 -1.57972 -0.01 -0.01 -0.02 0.3796
H -4.79323 5.26456 1.91866 0.02 0.01 0.01 0.3924
H 0.45694 -1.68587 1.19018 0.00 -0.01 0.00 0.0866
H 3.81277 -0.43898 2.33201 0.00 -0.01 -0.01 0.2656
H 2.08054 -6.56956 -0.55650 0.00 0.00 0.00 0.3576
H 2.32798 -4.34644 -1.62022 0.00 0.01 0.00 0.4417
```
Positions in Å, forces in eV/Å.

Multiplicity = 2
Maximum force = 1.07 eV/Å
Orbital gap (alpha / beta) = 7.93 / 7.37 eV
Energy relative to the best compared isomer or geometry (same formula, charge and spin) = 24.3 kJ/mol
HOMO energy (alpha / beta) = -8.104 / -7.869 eV